A molecular structure, C26H35MgN2O2P, computed with the ωB97M-V functional and the def2-TZVPD basis.

XYZ file:
```
67
Properties=species:S:1:pos:R:3:nbo_charge:R:1
Mg -0.92243 -0.56766 -0.48973 1.7490
C -4.95969 0.16027 0.54374 -0.6676
C -3.79619 -0.58315 -0.05134 0.4677
O -2.64613 -0.00382 0.13302 -0.9400
C -4.00604 -1.75693 -0.73061 -0.4633
C -3.00538 -2.55798 -1.38773 0.3282
C -3.44243 -3.77429 -2.14724 -0.6755
N -1.75490 -2.22194 -1.32325 -0.5611
N -0.83540 -3.04456 -1.99156 -0.4334
C 0.34341 -2.50011 -1.93147 0.5415
O 0.62335 -1.35385 -1.37670 -0.9571
C 1.48790 -3.25804 -2.51257 -0.0380
C 1.33926 -4.58012 -2.92533 -0.1900
C 2.41563 -5.27113 -3.45495 -0.2230
C 3.65271 -4.64961 -3.58076 -0.2107
C 3.80539 -3.33364 -3.17093 -0.2237
C 2.72726 -2.64202 -2.63695 -0.2041
H -5.12599 1.08593 -0.01149 0.2209
H -4.72527 0.43980 1.57145 0.2195
H -5.87744 -0.42450 0.52504 0.2126
H -5.02543 -2.10878 -0.79859 0.2066
H -4.52115 -3.90075 -2.09550 0.2110
H -2.95047 -4.66359 -1.75362 0.2400
H -3.12937 -3.69269 -3.18833 0.2412
H 0.37289 -5.05303 -2.82219 0.2314
H 2.29454 -6.29963 -3.76935 0.2096
H 4.49246 -5.19011 -3.99785 0.2087
H 4.76686 -2.84551 -3.26763 0.2079
H 2.83720 -1.61657 -2.31066 0.2217
C 2.93374 0.18533 0.62552 -0.6264
C 2.17611 1.49001 0.35945 -0.3205
C 2.91651 2.66701 0.99431 -0.6218
C 2.11835 1.71253 -1.16088 -0.6291
P 0.40652 1.28042 0.87950 0.7860
C -0.33815 2.93861 0.76438 -0.3957
C 0.03022 4.01331 1.57800 -0.1961
C -0.58493 5.24727 1.44888 -0.2200
C -1.57969 5.43182 0.49727 -0.1807
C -1.96034 4.37561 -0.31439 -0.2348
C -1.34767 3.13769 -0.17324 -0.1126
C 0.23873 0.73706 2.65866 -0.3217
C 0.23643 -0.79926 2.64853 -0.6194
C -1.14055 1.20498 3.14436 -0.6219
C 1.30913 1.22701 3.63413 -0.6140
H 3.92296 0.26492 0.16674 0.2153
H 2.42701 -0.67250 0.18159 0.2463
H 3.08600 0.00455 1.69040 0.2023
H 3.93696 2.67872 0.60136 0.2153
H 2.98586 2.60142 2.08041 0.2102
H 2.45939 3.62037 0.73151 0.2181
H 3.14107 1.82184 -1.53108 0.2145
H 1.57629 2.62631 -1.41384 0.2137
H 1.66162 0.86518 -1.67520 0.2417
H 0.80573 3.89006 2.32203 0.2116
H -0.28843 6.06538 2.09176 0.2170
H -2.06060 6.39584 0.39581 0.2157
H -2.74060 4.50519 -1.05219 0.2186
H -1.68654 2.31282 -0.78866 0.2109
H -0.63633 -1.20056 2.12330 0.2045
H 0.16116 -1.15926 3.67814 0.2195
H 1.13506 -1.22966 2.20809 0.2222
H -1.93296 0.94909 2.43786 0.2405
H -1.16642 2.28158 3.31133 0.2162
H -1.35472 0.70727 4.09410 0.2115
H 2.30456 0.85440 3.39090 0.2106
H 1.05843 0.86112 4.63336 0.2153
H 1.35493 2.31457 3.69091 0.2067
```

Values from the calculation:
Multiplicity   1
Energy relative to the best compared isomer or geometry (same formula, charge and spin)   0.6 kcal per mole
Total charge   0
E_LUMO   0.5 eV
E_HOMO   -0.2624 Eh
Orbital gap   7.67 eV

=====

A molecular structure, C26H35O2Pt, computed with the ωB97M-V functional and the def2-TZVPD basis.

XYZ file:
```
64
Properties=species:S:1:pos:R:3:mulliken_spin:R:1
O 4.07615 0.69173 -2.69911 -0.0033
C 3.90579 -0.67948 -3.18026 0.0011
C 5.31307 -1.11498 -2.75643 0.0005
H 3.72210 -0.69843 -4.26358 0.0003
H 3.08383 -1.17729 -2.64696 -0.0015
C 5.42647 0.35347 -2.25365 -0.0006
H 5.96188 -1.36642 -3.59701 0.0000
H 5.34200 -1.86961 -1.96906 -0.0001
C 6.46168 1.19194 -2.97262 0.0001
H 6.28467 1.20297 -4.05576 0.0000
H 7.46068 0.77103 -2.80304 -0.0001
H 6.44639 2.21397 -2.57763 0.0000
C 5.54628 0.48966 -0.74799 -0.0007
H 4.79749 -0.12008 -0.22751 0.0002
H 5.40704 1.53827 -0.45675 0.0000
H 6.54563 0.18769 -0.41113 0.0001
Pt -0.88383 0.07132 -2.19659 0.9293
C -0.22721 -1.37506 1.12656 0.0277
C -1.26812 -1.42222 0.22323 0.0364
C -0.72571 -1.73503 -1.13729 0.0019
H -2.32378 -1.24061 0.40752 0.0240
C 0.74525 -1.90745 -0.90688 0.0489
C 1.01168 -1.67913 0.43520 0.0298
H 1.97715 -1.73023 0.94052 0.0055
H -0.30771 -1.16089 2.18970 0.0060
H -1.25495 -2.44356 -1.77461 0.0155
H 1.42005 -2.22978 -1.69573 -0.0027
C -1.41650 1.79634 -0.09887 0.1390
C -0.08878 1.54037 0.30439 0.0690
C 0.78125 1.62554 -0.80984 0.0471
H 0.24329 1.37367 1.32968 0.0244
C -0.00090 2.08651 -1.94422 0.1473
C -1.41301 2.12258 -1.51130 -0.0155
H -2.21110 2.53378 -2.12471 -0.0013
H -2.28396 1.87762 0.55701 0.0204
H 1.86371 1.51719 -0.80693 -0.0001
H 0.37718 2.64325 -2.78879 0.0065
O 0.01640 0.42348 -4.21723 0.1595
C 1.19573 1.22553 -4.56112 0.0154
C 1.45632 1.05702 -6.04600 0.0077
H 2.04697 0.94420 -3.92265 -0.0128
H 0.95333 2.28601 -4.38202 -0.0020
C 0.19341 0.39717 -6.61925 -0.0011
H 2.35583 0.46023 -6.22450 -0.0025
H 1.61104 2.04439 -6.48886 0.0016
C -0.75678 0.22443 -5.43403 -0.0279
H 0.42209 -0.58473 -7.04667 0.0011
H -0.26752 1.02092 -7.39066 -0.0010
H -1.21395 -0.77341 -5.40099 0.0067
H -1.55415 0.98127 -5.45728 0.0087
C -2.80785 -0.39925 -2.80367 0.2357
C -3.69757 -0.86503 -1.66888 -0.0159
C -3.99334 -2.23115 -1.49571 0.0223
C -4.69981 -2.67176 -0.37185 -0.0186
C -5.17374 -1.74322 0.56156 0.0489
C -4.91715 -0.38020 0.37755 -0.0111
C -4.21116 0.05964 -0.74943 0.0205
H -2.70479 -1.18013 -3.56972 -0.0054
H -3.18284 0.53187 -3.24797 0.0092
H -3.66912 -2.94666 -2.25184 0.0000
H -4.90346 -3.73630 -0.23479 -0.0026
H -5.75136 -2.07854 1.42629 0.0066
H -5.28564 0.34742 1.10439 -0.0010
H -4.04723 1.11936 -0.91751 0.0023
```

Values from the calculation:
Multiplicity   3
Total charge   -1
E_LUMO (spin up / spin down)   2.4 / 2.4 eV
E_HOMO (spin up / spin down)   -0.0440 / -0.0977 Eh
Orbital gap (spin up / spin down)   3.62 / 5.07 eV

=====

A molecular structure, C26H36BCl2F6MoN3O6S2, computed with the ωB97M-V functional and the def2-TZVPD basis.

XYZ file:
```
83
Properties=species:S:1:pos:R:3:mulliken_spin:R:1
Mo 0.21593 -0.44079 1.57012 2.7029
N -1.89101 -1.38135 2.21034 0.0225
C -2.39521 -2.73948 1.94949 0.0044
C -1.74360 -3.34816 0.71985 0.0171
C -0.27559 -3.69758 0.93915 0.0051
N 0.61661 -2.52611 0.77371 -0.0520
H -2.36006 -1.00053 3.02396 0.0158
H -2.19224 -0.77484 1.43389 -0.0156
H -3.47979 -2.73350 1.81817 -0.0004
H -2.16525 -3.35670 2.82045 -0.0013
H -1.83530 -2.65816 -0.12414 -0.0052
H -2.28739 -4.25833 0.46394 0.0011
H 0.01695 -4.47092 0.22558 0.0008
H -0.13783 -4.09939 1.94294 -0.0072
H 0.58833 -2.27850 -0.21505 -0.0068
H 1.56924 -2.81859 0.96719 0.0169
F -1.83771 3.14396 4.34300 0.0000
C -2.43164 2.89476 3.17371 0.0015
F -3.00287 1.68235 3.25649 0.0005
F -3.38013 3.79937 2.98767 0.0001
S -1.18041 2.90037 1.78594 -0.0123
O -0.51534 1.62086 2.00967 -0.0656
O -0.37708 4.05206 2.01525 0.0018
N -2.03333 3.06731 0.49217 0.0049
S -2.94451 1.98800 -0.21969 -0.0008
O -2.82682 0.66583 0.35062 -0.0105
O -2.92237 2.11983 -1.63627 -0.0012
C -4.67277 2.55372 0.20977 -0.0002
F -4.71381 3.88036 0.32196 0.0001
F -5.09775 2.01093 1.35188 0.0000
F -5.50694 2.18210 -0.75817 0.0000
C 4.22072 0.26685 3.05552 -0.0264
C 3.40001 -0.52149 2.01988 -0.1025
C 4.16889 -0.51498 0.68583 -0.0155
C 2.06691 0.16179 1.73072 -0.3984
C 3.20594 -1.93401 2.56362 0.0361
C 2.30588 -2.12907 3.61529 -0.0411
C 2.05353 -3.39187 4.12622 0.0003
C 2.70469 -4.50076 3.59725 -0.0024
C 3.62336 -4.32190 2.57642 0.0038
C 3.87190 -3.04884 2.06461 0.0090
H 4.41653 1.27714 2.68960 0.0001
H 5.17758 -0.22823 3.23600 -0.0012
H 3.68941 0.34547 4.00553 0.0035
H 4.21678 0.50631 0.30730 -0.0039
H 3.65336 -1.12420 -0.05935 0.0094
H 5.18967 -0.88299 0.81366 -0.0005
H 2.25801 1.23796 1.61418 0.0373
H 1.84958 -1.26268 4.07740 -0.0067
H 1.35142 -3.51065 4.94343 -0.0006
H 2.50900 -5.49267 3.98502 -0.0002
H 4.15724 -5.17138 2.16774 0.0004
H 4.59773 -2.93878 1.26888 0.0003
Cl 1.49835 2.02964 4.98490 0.0001
C 0.42432 0.92494 5.83571 -0.0008
Cl -0.56329 -0.11606 4.76215 0.0040
H -0.25638 1.50407 6.44518 -0.0003
H 1.03759 0.26415 6.43444 -0.0001
C -0.59794 3.69018 -5.70583 0.0000
C -0.74444 2.20672 -6.05669 0.0003
C 0.29607 1.84856 -7.12779 0.0001
C -2.15595 1.99456 -6.63235 0.0002
C -0.55221 1.30652 -4.83375 -0.0002
C -0.87700 -0.05092 -4.93019 0.0000
C -0.82105 -0.91078 -3.83760 -0.0002
C -0.41253 -0.36754 -2.64232 -0.0147
O -0.30884 -0.96226 -1.40171 -0.0582
B 0.12471 0.05660 -0.50224 -0.0031
O 0.27954 1.23543 -1.23011 -0.0506
C -0.05034 0.96031 -2.53558 0.0073
C -0.10140 1.81361 -3.61450 -0.0007
H -0.83843 4.29724 -6.58023 0.0000
H 0.42304 3.93187 -5.40271 0.0000
H -1.28188 3.96978 -4.90131 0.0000
H 0.13182 2.44627 -8.02800 0.0000
H 0.23219 0.79294 -7.39831 0.0000
H 1.30694 2.04234 -6.76259 0.0000
H -2.38116 2.77262 -7.36529 0.0000
H -2.90590 2.04328 -5.84046 0.0000
H -2.24937 1.03038 -7.13400 0.0000
H -1.19884 -0.45723 -5.88063 0.0000
H -1.10883 -1.95137 -3.91777 -0.0002
H 0.16276 2.85424 -3.48875 0.0001
```

Values from the calculation:
Multiplicity   3
Energy relative to the best compared isomer or geometry (same formula, charge and spin)   7.9 kcal per mole
Total charge   0
E_LUMO (spin up / spin down)   0.3 / 0.2 eV
E_HOMO (spin up / spin down)   -0.2849 / -0.2858 Eh
Orbital gap (spin up / spin down)   8.01 / 8.02 eV

=====

A gas-phase ion, C26H36N3O2 (charge +1), computed with the ωB97M-V functional and the def2-TZVPD basis.

XYZ file:
```
67
Properties=species:S:1:pos:R:3:nbo_charge:R:1
C 1.53870 -0.31928 3.88402 -0.4072
N 1.02008 -0.31545 2.46994 -0.2256
C 2.10497 -0.33481 1.44269 -0.0450
C 1.49344 -0.31699 0.02017 -0.1741
C 1.04957 -1.47697 -0.64420 -0.1246
C 0.58076 -1.42837 -1.96002 -0.3247
C 0.59860 -0.21825 -2.67418 0.3038
N 0.20160 -0.13673 -4.00682 -0.4485
C 0.97052 0.74211 -4.88941 -0.2417
C 0.18192 1.07097 -6.14944 -0.0752
O -0.37853 -0.09297 -6.76010 -0.5183
C -1.17234 -0.87067 -5.86255 -0.0727
C -0.36790 -1.31780 -4.64544 -0.2492
C 0.98411 0.95918 -1.99699 -0.2969
C 1.42147 0.90033 -0.67522 -0.1237
C 3.23732 -1.38335 1.59920 -0.1282
C 3.88905 -1.63716 2.81908 -0.2017
C 4.82747 -2.65572 2.94774 -0.2216
C 5.35498 -3.27640 1.80045 0.2021
N 6.29969 -4.29444 1.91516 -0.4351
C 7.49966 -4.16742 1.09470 -0.2366
C 8.43434 -5.37024 1.21835 -0.0754
O 8.52146 -5.88695 2.54800 -0.5181
C 7.23683 -6.19912 3.09746 -0.0755
C 6.41373 -4.92764 3.22603 -0.2420
C 4.88098 -2.86583 0.54049 -0.2443
C 3.82750 -1.96074 0.45360 -0.1701
C 0.00235 -1.48943 2.35638 -0.2046
C -1.39715 -0.87139 2.37290 -0.4317
C -1.26668 0.65567 2.39167 -0.4365
C 0.21185 1.01677 2.33915 -0.1978
H 2.34324 0.42010 3.98332 0.2280
H 0.70634 -0.03101 4.53355 0.2251
H 1.86541 -1.32451 4.16288 0.2399
H 2.59847 0.63979 1.59052 0.2230
H 1.08338 -2.45920 -0.16723 0.2106
H 0.24613 -2.34921 -2.44407 0.2308
H 1.21104 1.67168 -4.37239 0.2117
H 1.91459 0.24370 -5.18675 0.1858
H -0.60956 1.80168 -5.89070 0.1688
H 0.85359 1.48885 -6.91338 0.2084
H -2.05277 -0.29942 -5.50670 0.1712
H -1.49210 -1.74066 -6.45523 0.2074
H 0.43487 -2.00916 -4.96662 0.1878
H -1.04054 -1.82222 -3.94712 0.2116
H 0.91702 1.92779 -2.49597 0.2256
H 1.70871 1.83174 -0.18328 0.2034
H 3.69322 -1.05159 3.70956 0.2028
H 5.18303 -2.94167 3.94140 0.2225
H 8.07484 -3.26319 1.37630 0.1804
H 7.19444 -4.06191 0.04829 0.2074
H 8.09439 -6.15266 0.51145 0.1684
H 9.46494 -5.06182 0.98390 0.2088
H 7.44652 -6.61920 4.09352 0.2068
H 6.67034 -6.92171 2.47342 0.1729
H 6.89638 -4.25435 3.95714 0.1802
H 5.40590 -5.18370 3.57870 0.2099
H 5.30780 -3.30253 -0.36319 0.2263
H 3.47713 -1.69235 -0.53916 0.2292
H 0.20331 -2.05409 1.44992 0.2441
H 0.18603 -2.15112 3.21094 0.2247
H -1.96105 -1.21360 1.49802 0.2409
H -1.93267 -1.21915 3.26658 0.2338
H -1.78400 1.11349 1.54112 0.2442
H -1.70097 1.07455 3.30605 0.2318
H 0.53152 1.67126 3.15920 0.2241
H 0.48758 1.50403 1.40493 0.2421
```

Values from the calculation:
Multiplicity   1
Energy relative to the best compared isomer or geometry (same formula, charge and spin)   36.3 kcal per mole
Total charge   +1
E_LUMO   -2.1 eV
E_HOMO   -0.3795 Eh
Orbital gap   8.25 eV
Structure (SMILES)   C[N+]1(C(c2ccc(N3CCOCC3)cc2)c2ccc(N3CCOCC3)cc2)CCCC1

=====

Number 1: F_max 0.37 eV Å⁻¹. Number 2: F_max 2.94 eV Å⁻¹. Number 3: F_max 1.24 eV Å⁻¹. Number 4: F_max 2.07 eV Å⁻¹.